Record 1
Here is 3 unconnected molecules or ions with the total composition C21H44BN4O4P in a non-equilibrium geometry from the Open Molecules 2025 dataset. Energies are from ωB97M-V/def2-TZVPD.

Element x y z (Å)
O -0.89 5.31 -3.23
C -1.45 4.29 -3.13
N -2.10 3.29 -2.89
B -1.34 2.10 -2.53
C -0.95 1.89 -1.02
C 0.29 0.98 -0.79
C 1.43 1.65 -0.01
C 1.84 3.04 -0.51
N 2.96 2.99 -1.45
C 4.08 2.21 -1.43
C 4.84 2.51 -2.54
C 4.14 3.52 -3.26
C 3.00 3.79 -2.55
P -0.94 0.87 -3.99
O -1.52 1.37 -5.24
O -1.45 -0.62 -3.63
O 0.67 0.75 -4.13
H -1.82 1.40 -0.56
H -0.85 2.85 -0.51
H -0.04 0.13 -0.19
H 0.69 0.56 -1.71
H 2.28 0.96 -0.04
H 1.15 1.72 1.04
H 1.04 3.55 -1.04
H 2.10 3.69 0.32
H 4.27 1.51 -0.64
H 5.77 2.04 -2.79
H 4.49 3.97 -4.17
H 2.26 4.53 -2.82
H -1.16 -0.90 -2.75
H 0.86 0.04 -4.76
C -5.41 1.90 -0.18
C -5.39 0.38 -0.02
N -4.65 -0.06 1.15
C -4.38 -1.49 1.15
C -5.58 -2.45 1.23
C -5.07 0.51 2.41
C -6.53 0.31 2.85
H -4.39 2.29 -0.18
H -5.88 2.16 -1.13
H -5.97 2.39 0.61
H -4.91 -0.04 -0.91
H -6.43 0.02 -0.03
H -3.69 -1.71 1.97
H -3.83 -1.72 0.23
H -6.01 -2.48 2.23
H -5.25 -3.46 1.00
H -6.36 -2.19 0.52
H -4.87 1.58 2.39
H -4.41 0.13 3.20
H -7.23 0.50 2.03
H -6.77 1.01 3.65
H -6.71 -0.69 3.23
C 5.80 -1.94 0.28
C 5.26 -2.87 1.36
N 4.17 -2.29 2.12
C 3.84 -3.03 3.32
C 3.30 -4.46 3.17
C 3.04 -1.82 1.34
C 2.32 -2.82 0.43
H 6.09 -0.98 0.70
H 6.68 -2.39 -0.18
H 5.07 -1.77 -0.52
H 6.08 -3.09 2.05
H 4.98 -3.83 0.89
H 3.14 -2.45 3.91
H 4.75 -3.08 3.93
H 2.27 -4.47 2.82
H 3.32 -4.96 4.13
H 3.90 -5.06 2.48
H 3.39 -0.99 0.71
H 2.31 -1.37 2.02
H 3.01 -3.44 -0.14
H 1.70 -2.28 -0.29
H 1.66 -3.48 0.99

SMILES string: O=C=NB(CCCCn1cccc1)P(=O)(O)O.CCN(CC)CC.CCN(CC)CC
HOMO level in Ha: -0.3030
Charge: 0
HOMO-LUMO gap in eV: 7.9
LUMO in eV: -0.4



Record 2
Here is a molecular structure, C19H24N2O3S in a non-equilibrium geometry from the Open Molecules 2025 dataset. Energies are from ωB97M-V/def2-TZVPD.

Element x y z (Å)
C -7.18 -0.27 0.79
H -6.92 -0.98 1.53
O -6.21 -0.46 -0.40
C -4.97 -0.52 -0.20
C -4.39 -0.33 0.88
C -3.09 -0.21 1.16
C -2.36 -0.56 0.17
C -2.89 -0.76 -1.32
C -4.29 -0.78 -1.38
H -4.70 -1.11 -2.22
H -2.30 -0.83 -2.02
S -0.59 -0.26 -0.01
O -0.10 -0.39 1.37
O 0.10 -1.36 -0.61
N -0.23 1.03 -0.89
C -0.34 2.26 0.10
C 1.06 2.94 -0.19
N 2.17 2.22 -0.16
C 2.59 1.80 1.01
H 1.76 0.94 1.47
C 3.88 1.18 1.09
C 4.02 -0.10 0.78
C 5.11 -0.31 -0.28
C 5.26 -1.64 -0.68
C 4.55 -2.58 -0.65
C 3.66 -2.51 0.55
C 3.39 -1.45 1.07
H 2.66 -0.95 1.79
H 2.89 -3.39 1.02
H 4.74 -3.78 -0.74
H 6.09 -1.74 -1.65
H 5.69 0.38 -0.82
H 4.22 1.21 2.26
H 4.56 1.77 0.66
H 2.33 2.45 1.80
C 2.21 1.52 -1.30
C 0.77 1.02 -2.01
H 0.42 1.76 -2.33
H 0.68 0.06 -2.25
H 2.51 0.51 -0.92
H 2.84 1.64 -2.01
H 0.97 3.94 0.78
H 0.88 3.57 -1.18
H -1.20 2.73 -0.32
H -0.50 2.11 0.96
H -2.38 0.06 2.02
H -4.92 -0.02 1.94
H -8.11 -0.53 0.36
H -7.07 0.85 0.97

HOMO level in Ha: -0.2938
Relative energy (zero: lowest compared OMol25 entry of this formula, charge and spin) in kJ/mol: 2167.5
Charge: 0
HOMO-LUMO gap in eV: 8.5
LUMO in eV: 0.5



Record 3
Here is 3 unconnected molecules or ions with the total composition C4H14NO2 in a non-equilibrium geometry from the Open Molecules 2025 dataset. Energies are from ωB97M-V/def2-TZVPD.

Element x y z (Å)
C 0.82 -2.23 -1.11
C -0.55 -1.88 -0.48
C -0.79 -0.42 -0.40
C -1.78 0.23 -0.97
N 0.25 0.39 0.26
H 1.54 -1.46 -0.85
H 1.22 -3.19 -0.79
H 0.80 -2.28 -2.19
H -1.40 -2.40 -0.91
H -0.47 -2.32 0.51
H -2.68 -0.22 -1.36
H -1.78 1.30 -1.09
H 0.57 0.10 1.21
H 0.14 1.40 0.29
H 1.10 0.23 -0.31
H 0.88 0.02 3.56
H 2.17 -0.49 3.01
O 1.41 0.05 2.76
H -0.91 3.65 -0.57
H 0.18 3.54 -1.50
O -0.06 3.18 -0.63

HOMO level in Ha: -0.5153
Relative energy (zero: lowest compared OMol25 entry of this formula, charge and spin) in kJ/mol: 114.0
Charge: +1
HOMO-LUMO gap in eV: 11.1
LUMO in eV: -2.9



Record 4
Here is a single C5H8N4 molecule in a non-equilibrium geometry from the Open Molecules 2025 dataset. Energies are from ωB97M-V/def2-TZVPD.

Element x y z (Å)
C -1.61 -1.31 -0.03
C -0.53 -0.63 0.52
C -0.71 0.71 0.25
C 0.91 -0.93 0.90
C 0.18 1.71 0.48
N -2.53 -0.46 -0.44
N -1.97 0.79 -0.36
N 1.83 -0.13 0.15
N 1.79 -0.28 -1.13
H -1.86 -2.44 -0.09
H 1.00 -0.71 2.02
H 1.23 -1.95 0.83
H 0.26 2.56 -0.28
H 1.00 1.63 1.17
H -2.56 1.56 -0.74
H 0.87 0.02 -1.60
H 2.70 -0.14 -1.64

HOMO level (spin up / spin down) in Ha: -0.2747 / -0.2803
Relative energy (zero: lowest compared OMol25 entry of this formula, charge and spin) in kJ/mol: 433.6
Charge: 0
HOMO-LUMO gap (spin up / spin down) in eV: 8.2 / 7.2
LUMO (spin up / spin down) in eV: 0.7 / -0.4



Record 5
Here is a molecular structure, C6H8N2O2S in a non-equilibrium geometry from the Open Molecules 2025 dataset. Energies are from ωB97M-V/def2-TZVPD.

Element x y z (Å)
C -1.58 1.62 0.59
C -1.20 0.35 0.41
C -2.05 0.02 -0.83
C 1.62 -0.81 0.24
C 2.48 -1.96 -0.19
C 2.24 0.31 0.64
N -0.59 -0.60 1.15
N 0.49 -1.15 1.00
O -4.12 1.88 -0.43
O -2.27 2.36 -1.91
S -2.75 1.66 -0.79
H -1.21 2.32 1.37
H -2.80 -0.70 -0.41
H 2.03 -2.87 -0.55
H 3.28 -2.01 0.59
H 3.06 -1.55 -1.09
H 3.26 0.57 0.56
H 1.68 0.99 1.33
H -1.58 -0.44 -1.68

HOMO level in Ha: -0.3341
Relative energy (zero: lowest compared OMol25 entry of this formula, charge and spin) in kJ/mol: 614.5
Charge: 0
HOMO-LUMO gap in eV: 8.5
LUMO in eV: -0.5



Record 6
Here is a molecular structure, C19H19CeINO3PS2 in a non-equilibrium geometry from the Open Molecules 2025 dataset. Energies are from ωB97M-V/def2-TZVPD.

Element x y z (Å)
Ce -0.84 2.07 0.43
C 2.44 5.79 1.77
C 1.13 5.30 1.92
C 1.25 3.91 2.05
C 2.60 3.51 1.79
C 3.38 4.67 1.70
H 2.72 6.80 1.66
H 0.24 5.86 2.09
H 0.47 3.32 2.57
H 2.93 2.47 1.85
H 4.44 4.80 1.75
S 0.79 -0.37 1.16
P 0.66 -0.78 -0.83
S 0.24 0.84 -1.98
C -0.57 -2.03 -1.16
C -0.86 -2.97 -0.14
C -1.71 -4.02 -0.52
C -2.46 -4.00 -1.68
C -2.31 -2.96 -2.58
C -1.33 -2.00 -2.38
C 2.23 -1.42 -1.37
C 2.22 -2.53 -2.28
C 3.34 -3.39 -2.28
C 4.45 -3.15 -1.48
C 4.46 -2.04 -0.67
C 3.43 -1.08 -0.64
H -0.32 -2.91 0.79
H -1.92 -4.84 0.22
H -3.26 -4.69 -1.86
H -2.79 -3.05 -3.60
H -1.17 -1.24 -3.10
H 1.37 -2.81 -2.88
H 3.31 -4.38 -2.75
H 5.19 -3.92 -1.23
H 5.21 -1.96 0.11
H 3.36 -0.24 0.02
N -4.00 1.79 2.11
C -3.87 0.87 1.18
O -2.79 0.85 0.47
C -4.88 -0.22 0.97
I -5.07 -0.54 -1.11
H -3.28 2.57 2.19
H -4.84 1.85 2.64
H -5.89 0.05 1.31
H -4.56 -1.16 1.29
O -1.69 3.97 0.55
O -1.43 3.42 1.91

HOMO level (spin up / spin down) in Ha: -0.4023 / -0.3986
⟨S²⟩: 0.7715
Charge: +1
2S+1: 2
HOMO-LUMO gap (spin up / spin down) in eV: 6.2 / 6.0
LUMO (spin up / spin down) in eV: -4.8 / -4.8